Molecular formula: C11H15BHfN6O2
Method: DFT, ωB97M-V/def2-TZVPD

Last column: Löwdin charge in e.
Geometry (Å):
H  2.05286  3.69583  1.00871  0.13
N  1.27487  1.95580  0.00270  -0.16
B  0.05975  0.38203  -1.66647  -0.44
N  0.48362  1.78098  -1.10721  0.04
C  0.30546  2.97719  -1.70226  0.05
Hf  2.61813  0.85026  1.08296  2.07
H  -0.27635  3.06617  -2.61684  0.17
C  0.94100  3.95370  -0.94322  0.02
H  0.97673  5.01012  -1.13868  0.13
C  1.52642  3.31226  0.14408  -0.07
H  0.14898  0.49745  -2.88756  0.13
C  -2.42897  -2.39029  3.37845  -0.04
H  -1.82917  -2.52453  4.28281  0.02
H  -1.88979  -1.73912  2.68527  -0.01
H  -2.56881  -3.36734  2.90915  0.03
N  -1.45937  -0.04310  -1.40999  -0.09
N  1.12264  -0.70749  -1.30319  0.03
N  -2.09592  -0.26138  -0.19556  0.03
N  1.94148  -0.62489  -0.20481  -0.16
C  -2.35302  -0.24096  -2.42298  -0.11
C  1.47851  -1.78221  -2.03698  0.05
H  -2.06005  -0.12323  -3.45525  0.11
H  0.98685  -2.01792  -2.97567  0.17
C  -3.59019  -0.58114  -1.87083  -0.05
C  2.50574  -2.44586  -1.36803  0.02
C  -3.38474  -0.57940  -0.46595  -0.13
C  2.77290  -1.72978  -0.20666  -0.08
H  -4.49762  -0.79433  -2.39639  0.09
H  3.00710  -3.34545  -1.67304  0.13
H  -4.14206  -0.79523  0.28792  0.11
H  3.44347  -1.91338  0.62520  0.13
H  -3.35493  -1.97621  3.62411  -0.01
O  1.26829  0.17766  2.65673  -0.08
C  2.05628  0.61874  3.57382  -0.30
O  3.15778  1.14858  3.15348  -0.14
H  1.80213  0.55645  4.63217  0.18

Cartesian forces (eV/Å) of the 2 atoms listed first:
0.061 0.243 0.020
-0.102 0.631 0.152

## Properties
total charge = +2
E_LUMO = -9.8 eV
ΔE to the lowest compared entry with this formula, charge and spin = 3.433 eV
gap between HOMO and LUMO = 3.778 eV